A molecular structure, C5H6O. Source: the Open Molecules 2025 dataset; level of theory: wB97M-V/def2-TZVPD.

Last column: Löwdin charge in e.
Geometry (Å):
C: 1.1466 -0.5938 0.0396  -0.077
C: -0.2337 -0.5805 0.7263  -0.121
C: -0.4458 0.9301 0.5472  -0.210
O: -1.7194 0.8271 -0.1546  -0.040
C: -0.9267 -0.2714 -0.6423  -0.199
C: 0.3923 0.5380 -0.6796  -0.130
H: 1.3221 -1.5155 -0.5346  0.106
H: 2.0529 -0.3199 0.5849  0.102
H: -0.6107 -1.1822 1.5522  0.132
H: -0.3216 1.7842 1.2139  0.151
H: -1.3561 -0.9847 -1.3538  0.152
H: 0.7001 1.3687 -1.2992  0.133

Total charge ... 0
LUMO ... 1.1106 eV
E ... -7325.5046 eV

---

A molecular structure, C13H17N3O2Zn at a distorted geometry. Source: the Open Molecules 2025 dataset; level of theory: wB97M-V/def2-TZVPD.

Last column: Löwdin charge in e.
Geometry (Å):
C: 1.9403 4.4525 0.9004  -0.167
C: 3.3569 3.9229 0.6373  -0.180
H: 1.5479 4.9367 0.0026  0.060
H: 1.9872 5.2184 1.6826  0.064
H: 1.2583 3.6602 1.2233  0.042
H: 3.3593 3.0592 -0.0334  0.037
H: 3.9641 4.7185 0.1859  0.060
H: 3.8500 3.6508 1.5766  0.068
C: -2.7021 0.2900 -0.9803  -0.078
C: -3.8434 -0.0665 -1.7064  -0.030
C: -3.7917 -1.1989 -2.5158  -0.039
C: -2.6233 -1.9525 -2.5444  0.002
H: -2.7285 1.0993 -0.2501  0.123
H: -4.7319 0.5501 -1.6330  0.112
H: -4.6364 -1.4850 -3.1324  0.115
H: -2.5285 -2.8506 -3.1459  0.103
N: -1.5278 -0.3534 -1.1228  0.047
C: -1.5012 -1.5197 -1.8200  -0.184
C: -0.2442 -2.2838 -1.7640  -0.188
N: 0.7304 -1.7727 -0.9718  0.052
C: 1.9029 -2.4248 -0.8659  -0.079
C: 1.2230 -4.0698 -2.4684  -0.039
C: 2.2157 -3.5537 -1.6352  -0.033
H: 2.6119 -2.0104 -0.1479  0.120
H: 3.2143 -3.9813 -1.5696  0.113
C: -0.0280 -3.4532 -2.5104  0.006
H: -0.8417 -3.8016 -3.1425  0.104
H: 1.4145 -4.9319 -3.0963  0.113
Zn: 0.2708 0.1347 -0.0589  0.718
C: 1.9036 0.8697 0.7245  -0.249
H: 2.7839 0.9388 0.0769  -0.038
H: 2.0673 0.0623 1.4448  -0.024
H: 1.8033 1.8057 1.2887  -0.048
O: -1.5047 0.4976 3.6861  -0.101
N: -0.7407 0.6021 2.7437  -0.289
O: -1.0398 -0.0004 1.6415  -0.292

Total charge ... 0
LUMO ... -1.1998 eV
E ... -70737.5199 eV

---

A molecular structure, C35H46Br3F8NO26 at a distorted geometry. Source: the Open Molecules 2025 dataset; level of theory: wB97M-V/def2-TZVPD.

Last column: Löwdin charge in e.
Geometry (Å):
C: 2.4418 1.5685 1.1218  0.009
C: 1.7445 0.8784 -0.1207  -0.339
C: 2.2017 -0.6744 -0.3254  -0.085
C: 1.2091 -1.4246 -1.2224  -0.173
C: -0.2106 -1.1866 -0.8301  -0.130
C: -0.7529 0.2785 -0.8829  -0.369
N: 0.2109 1.0912 0.0629  -0.164
O: -0.0662 2.3062 0.2338  -0.079
C: -2.1371 0.2942 -0.3253  -0.014
C: -0.7217 0.8219 -2.3524  0.021
C: 2.2215 1.5065 -1.4204  -0.019
H: 3.4651 1.1569 1.2615  0.090
H: 1.8283 1.4319 2.0276  0.056
H: 2.4587 2.6616 0.9839  0.075
H: 2.3794 -1.0972 0.6271  0.089
H: 3.2265 -0.5494 -0.6475  0.104
H: 1.4342 -2.4998 -1.2629  0.106
H: 1.2937 -1.2700 -2.2980  0.108
H: -0.3062 -1.6080 0.1741  0.113
H: -0.9217 -1.6963 -1.4662  0.118
H: -2.8152 -0.0683 -1.1356  0.105
H: -2.5402 1.2083 0.1165  0.061
H: -2.2157 -0.3456 0.5147  0.045
H: 0.0901 0.3363 -2.9542  0.098
H: -0.6119 1.9087 -2.2845  0.079
H: -1.6754 0.5453 -2.8117  0.069
H: 2.4682 0.6427 -2.0840  0.095
H: 3.2060 1.9797 -1.2660  0.107
H: 1.5099 2.1761 -1.8314  0.049
C: -0.5152 1.3331 2.4714  -0.169
O: -0.1103 0.3845 1.5521  -0.195
H: 0.2372 2.1261 2.6390  0.060
H: -1.3167 1.9563 2.0399  0.060
H: -0.8030 0.8351 3.4112  0.098
C: -3.7949 3.8298 0.7471  -1.668
Br: -4.0150 5.2829 -0.5385  0.591
Br: -5.2527 2.6891 0.6805  0.727
Br: -3.1366 4.5753 2.3681  0.734
H: -2.9542 3.3337 0.3101  -0.073
C: 6.6433 -0.3797 2.3135  -0.061
C: 7.8390 -1.0787 1.8193  -0.368
O: 7.8651 -0.8464 0.4451  0.150
C: 6.5900 -0.6481 0.0258  -0.535
O: 6.2402 -0.5798 -1.1012  0.190
O: 5.8332 -0.3905 1.1283  0.062
F: 7.6219 -2.3544 2.0654  0.107
H: 6.7966 0.6583 2.6387  0.150
H: 6.2333 -0.8913 3.1559  0.111
H: 8.7529 -0.7750 2.2452  0.160
C: -0.9940 5.4208 -4.7836  -0.037
C: -0.2906 5.8173 -3.5303  -0.209
O: 0.6971 4.7592 -3.3856  0.100
C: 0.7218 3.9625 -4.4947  -0.568
O: 1.4247 3.0383 -4.6585  0.194
O: -0.1610 4.4145 -5.4183  0.066
F: -1.1505 5.7586 -2.3964  -0.009
H: -1.0940 6.1247 -5.5990  0.142
H: -1.9090 4.8941 -4.5966  0.141
H: 0.2753 6.7555 -3.5006  0.173
C: 1.0844 -2.0667 3.9621  -0.021
C: 1.6361 -0.9381 4.8174  -0.214
O: 2.9487 -0.8392 4.2315  0.117
C: 3.3497 -1.9697 3.6220  -0.544
O: 4.4486 -2.2342 3.2691  0.164
O: 2.2600 -2.7311 3.4213  0.086
F: 1.8145 -1.2332 6.1864  0.033
H: 0.5750 -1.6201 3.1499  0.108
H: 0.5426 -2.6803 4.6814  0.149
H: 1.1805 0.0270 4.7213  0.152
C: -6.6767 -0.7706 -2.1892  -0.056
C: -7.1781 0.6604 -2.3934  -0.337
O: -6.1363 1.3245 -3.0277  0.114
C: -5.0240 0.4651 -3.0286  -0.516
O: -4.0197 0.7473 -3.6251  0.159
O: -5.2990 -0.6094 -2.3230  0.084
F: -7.3976 1.3198 -1.2347  0.026
H: -7.1938 -1.4080 -2.9788  0.164
H: -6.8316 -1.1561 -1.1885  0.111
H: -8.0886 0.7628 -2.9846  0.164
C: -0.4584 6.3587 0.8513  -0.085
C: 0.7341 5.5771 0.3430  -0.282
O: 1.1436 4.7560 1.4588  0.126
C: 0.3322 4.9842 2.5045  -0.545
O: 0.2480 4.4120 3.5492  0.146
O: -0.4401 6.1330 2.2638  -0.032
F: 1.6960 6.4064 -0.1099  0.074
H: -1.4194 5.9526 0.5099  0.054
H: -0.4826 7.4436 0.7776  0.147
H: 0.4822 4.9460 -0.5311  0.153
C: 5.3809 -4.5693 1.3516  -0.051
C: 4.6733 -5.9516 1.2348  -0.348
O: 4.1185 -5.9649 -0.0299  0.119
C: 3.9293 -4.6190 -0.4165  -0.514
O: 3.3332 -4.2918 -1.3655  0.200
O: 4.7237 -3.8444 0.3341  0.078
F: 3.7733 -6.0956 2.2211  0.077
H: 6.4603 -4.6719 1.1641  0.139
H: 5.2107 -4.0967 2.3080  0.106
H: 5.3334 -6.8248 1.2423  0.165
C: -3.3066 -6.5054 -2.3941  -0.024
C: -2.3480 -6.2949 -3.5427  -0.291
O: -2.0818 -4.9441 -3.5108  0.131
C: -3.0415 -4.2987 -2.7305  -0.571
O: -3.1056 -3.1239 -2.7004  0.190
O: -3.7344 -5.1618 -2.0543  0.106
F: -3.0078 -6.6368 -4.7508  0.007
H: -2.7328 -6.8862 -1.5200  0.148
H: -4.1884 -7.1332 -2.5279  0.144
H: -1.4372 -6.9085 -3.5560  0.172
C: -3.8464 -0.6149 3.0844  -0.073
C: -3.2827 -1.9218 2.5882  -0.285
O: -4.1995 -2.3378 1.6420  0.184
C: -5.2030 -1.5100 1.5507  -0.547
O: -6.2098 -1.6020 0.8794  0.143
O: -5.0602 -0.5088 2.4258  0.072
F: -3.2011 -2.9109 3.5524  0.049
H: -3.2055 0.2191 2.8059  0.118
H: -3.9827 -0.5140 4.1735  0.157
H: -2.2807 -1.8735 2.1792  0.152

Total charge ... 0
LUMO ... 0.2683 eV
E ... -323629.7999 eV

---

A molecular structure, C4H10O3Sm at a distorted geometry. Source: the Open Molecules 2025 dataset; level of theory: wB97M-V/def2-TZVPD.

Last column: Mulliken spin population.
Geometry (Å):
C: 1.8764 -1.2056 -0.9970  -0.292
O: 0.7524 -1.6120 -1.8330  -0.056
C: -0.3477 -2.1566 -1.1488  0.000
C: -1.3272 -1.1285 -0.5793  -0.009
O: -0.8484 -0.3555 0.4810  -0.038
H: 2.4920 -0.5640 -1.6520  0.001
H: 2.5017 -2.1089 -0.8243  -0.010
H: -0.0037 -2.8377 -0.3446  0.001
H: -0.8993 -2.7812 -1.8708  -0.001
H: -2.2353 -1.6889 -0.2733  0.000
H: -1.6325 -0.4715 -1.4210  -0.001
Sm: 1.2241 -0.0339 0.9572  5.416
O: 0.5572 1.9886 2.0514  -0.008
H: 0.4050 2.0918 2.9944  -0.001
C: -0.4387 2.9372 1.2560  -0.003
H: -1.3824 3.4422 1.0039  0.001
H: -0.3316 3.7134 2.0316  0.000
H: -0.3621 2.7713 0.1687  0.000

Total charge ... +1
LUMO (spin up / spin down) ... -5.0573 / -4.5924 eV
E ... -28343.9547 eV
⟨S²⟩ ... 9.068
2S+1 ... 6

---

A molecular structure, C4H8O2. Source: the Open Molecules 2025 dataset; level of theory: wB97M-V/def2-TZVPD.

Last column: Löwdin charge in e.
Geometry (Å):
O: -1.6175 0.6639 1.4390  0.096
C: -0.5717 0.3244 0.7070  -0.518
C: 0.0774 -0.9328 0.5753  -0.078
C: 0.6379 -0.5501 -0.7887  -0.370
O: 0.2394 -1.2869 -1.9233  -0.022
C: -0.1591 0.7733 -0.6759  -0.052
H: -1.7024 1.6312 1.4230  0.132
H: 0.6740 1.2471 1.6311  0.081
H: -0.0537 -1.8616 1.1160  0.121
H: 0.6968 0.0552 1.3124  0.116
H: 1.7266 -0.3910 -0.8009  0.147
H: 0.7340 -2.1157 -1.9158  0.095
H: -1.0348 0.7108 -1.3305  0.138
H: 0.3531 1.7321 -0.7688  0.114

Total charge ... 0
LUMO ... 0.7712 eV
E ... -8366.7650 eV

---

A molecular structure, C14H13ClF6OPb at a distorted geometry. Source: the Open Molecules 2025 dataset; level of theory: wB97M-V/def2-TZVPD.

Last column: Löwdin charge in e.
Geometry (Å):
C: 2.7809 0.4922 0.1250  -0.223
C: 2.5623 1.8345 0.5024  -0.188
C: 1.7824 2.4375 -0.5111  -0.185
H: 2.9015 2.2990 1.4131  0.123
C: 1.4875 1.4586 -1.4857  -0.164
C: 2.1233 0.2608 -1.0877  -0.179
H: 2.0166 -0.6925 -1.5712  0.099
H: 3.2631 -0.2553 0.7276  0.096
H: 1.4522 3.4611 -0.5276  0.119
H: 0.8625 1.5844 -2.3539  0.127
Pb: 0.3929 0.8424 0.5327  1.190
Cl: 1.0429 -0.6591 2.4101  0.218
C: -1.6688 1.0217 1.6820  -0.209
C: -1.9083 1.5495 0.3944  -0.166
C: -1.1443 2.7161 0.2575  -0.184
H: -2.4886 1.0763 -0.3765  0.117
C: -0.4425 2.9264 1.4704  -0.195
C: -0.7736 1.8871 2.3510  -0.215
H: -0.3459 1.7161 3.3222  0.103
H: -2.0206 0.0749 2.0493  0.099
H: -1.0651 3.3163 -0.6341  0.120
H: 0.2638 3.7160 1.6668  0.118
C: 0.6193 -2.6929 -0.4561  -0.005
C: -0.6817 -1.8964 -0.7247  -0.374
O: -0.4631 -0.4860 -0.9007  -0.232
C: -1.2439 -2.3821 -2.0929  -0.443
F: -1.4655 -3.7497 -2.1026  0.117
F: -2.4362 -1.7398 -2.3807  0.123
F: -0.3455 -2.0850 -3.1034  0.119
C: -1.7296 -2.2233 0.3818  -0.451
F: -2.0779 -3.5633 0.3487  0.121
F: -1.2266 -1.9956 1.6386  0.040
F: -2.8808 -1.4778 0.2065  0.123
H: 1.3257 -2.6486 -1.3049  0.094
H: 0.3933 -3.7716 -0.3172  0.108
H: 1.1382 -2.3519 0.4512  0.039

Total charge ... 0
LUMO ... -2.0993 eV
E ... -50846.4262 eV